DFT (the ωB97M-V functional and the def2-TZVPD basis) results for an isolated molecule of C16H17NO2S.

CARTESIAN COORDINATES (ANGSTROEM)
C (1.9180, 5.1826, 4.3529)
C (1.3568, 4.0059, 3.6141)
C (1.2090, 2.7739, 4.2359)
C (0.6745, 1.6944, 3.5543)
C (0.2671, 1.8253, 2.2354)
C (-0.2967, 0.6597, 1.4685)
N (0.5562, 0.3177, 0.3485)
C (0.1180, 0.2928, -0.9235)
O (-1.0023, 0.6261, -1.2526)
C (1.1529, -0.2019, -1.9311)
C (1.5708, -1.6546, -1.6322)
C (0.4313, -2.4003, -0.9573)
O (0.4942, -2.7328, 0.2098)
C (-0.7538, -2.6533, -1.7591)
C (-1.9614, -3.1064, -1.2822)
C (-2.9363, -3.2296, -2.2820)
C (-2.4656, -2.8786, -3.5125)
S (-0.8322, -2.3844, -3.4707)
C (0.4136, 3.0576, 1.6088)
C (0.9519, 4.1317, 2.2895)
H (2.5676, 5.7703, 3.7076)
H (2.4825, 4.8623, 5.2252)
H (1.1086, 5.8304, 4.6909)
H (1.5181, 2.6553, 5.2647)
H (0.5701, 0.7422, 4.0551)
H (-0.4090, -0.2138, 2.1194)
H (-1.2707, 0.9144, 1.0399)
H (1.4782, -0.0222, 0.5693)
H (0.6973, -0.1298, -2.9187)
H (2.0276, 0.4502, -1.9066)
H (1.8454, -2.1582, -2.5603)
H (2.4272, -1.6801, -0.9557)
H (-2.1180, -3.3261, -0.2418)
H (-3.9429, -3.5623, -2.1034)
H (-2.9914, -2.8797, -4.4472)
H (0.0989, 3.1667, 0.5810)
H (1.0587, 5.0842, 1.7901)

Results
Multiplicity: 1
SMILES: Cc1ccc(CNC(=O)CCC(=O)c2cccs2)cc1
Total charge: 0
E_LUMO: 0.07 eV
Kohn-Sham gap: 8.86 eV


DFT (the ωB97M-V functional and the def2-TZVPD basis) results for a structure of composition C16H18AsMnN2O7S2.

CARTESIAN COORDINATES (ANGSTROEM)
Mn (-0.5370, -0.3859, -0.7290)
O (2.1388, -0.7486, 2.6519)
As (1.6680, 0.5162, 1.4725)
O (1.9618, 1.9833, 2.1148)
O (0.0968, -0.0042, 1.1656)
C (2.9687, 0.0635, 0.0711)
C (4.1015, -0.6173, 0.5182)
C (5.1293, -0.9435, -0.3529)
C (5.0462, -0.5935, -1.6918)
C (3.9330, 0.0870, -2.1521)
C (2.9037, 0.4127, -1.2772)
S (1.4925, 1.2349, -1.9821)
O (1.9750, 2.1759, -2.9602)
O (0.8011, 1.7995, -0.8240)
O (0.6561, 0.1507, -2.5500)
H (1.3451, -1.2929, 2.7358)
H (4.1641, -0.8958, 1.5610)
H (6.0004, -1.4701, 0.0183)
H (5.8481, -0.8459, -2.3746)
H (3.8464, 0.3835, -3.1890)
O (0.6899, -2.1550, -0.8227)
N (0.3216, -3.0164, 0.1014)
C (1.3046, -3.6944, 0.7329)
C (1.0309, -4.6350, 1.6889)
C (-0.3041, -4.8821, 2.0130)
C (-1.2904, -4.1693, 1.3801)
C (-1.0023, -3.1962, 0.4063)
S (-2.2055, -2.2553, -0.3734)
H (2.2960, -3.4103, 0.4135)
H (1.8466, -5.1514, 2.1731)
H (-0.5600, -5.6175, 2.7647)
H (-2.3336, -4.3171, 1.6195)
C (-2.8314, 4.5580, -1.7114)
C (-2.0568, 3.8358, -0.6002)
C (-2.7740, 3.9891, 0.7507)
C (-0.6265, 4.3715, -0.5007)
C (-2.0546, 2.3983, -0.9228)
N (-2.1099, 1.2774, -1.1621)
H (-2.8675, 5.6232, -1.4772)
H (-3.8521, 4.1826, -1.7928)
H (-2.3346, 4.4304, -2.6730)
H (-2.8018, 5.0475, 1.0154)
H (-2.2375, 3.4478, 1.5293)
H (-3.7960, 3.6114, 0.7013)
H (-0.6901, 5.4383, -0.2730)
H (-0.0825, 4.2341, -1.4333)
H (-0.0650, 3.8646, 0.2817)

Results
Multiplicity: 6
Total charge: -1
E_LUMO (spin up / spin down): 2.74 / 2.74 eV
⟨S²⟩: 8.75
Kohn-Sham gap (spin up / spin down): 7.73 / 7.95 eV


DFT (the ωB97M-V functional and the def2-TZVPD basis) results for a structure of composition C16H18B2N6O2V at a distorted geometry.

CARTESIAN COORDINATES (ANGSTROEM)
C (2.6447, -0.2502, -0.3565)
N (1.4096, -0.2016, -0.8814)
N (1.5486, -0.1343, -2.2680)
C (2.8548, -0.1457, -2.5790)
C (3.5874, -0.2147, -1.3977)
B (0.3283, -0.0094, -3.2265)
N (-0.6299, -1.2175, -3.0217)
N (-1.0798, -1.5772, -1.7445)
C (-1.9093, -2.6437, -1.8898)
C (-1.9741, -2.9851, -3.2468)
C (-1.1522, -2.0734, -3.9145)
V (-0.5587, -0.5065, -0.1949)
N (-0.3906, 1.3235, -2.8546)
N (-0.8494, 1.4923, -1.5763)
C (-1.3551, 2.7244, -1.4789)
C (-1.2224, 3.3746, -2.7242)
C (-0.6052, 2.4529, -3.5684)
H (-1.7833, 3.1070, -0.5666)
H (-0.3101, 2.5164, -4.6037)
H (-1.5337, 4.3724, -2.9682)
H (0.6901, 0.0492, -4.3707)
H (-0.9030, -1.9742, -4.9597)
H (3.1605, -0.1120, -3.6153)
H (-2.5483, -3.7834, -3.6755)
H (4.6543, -0.2392, -1.2941)
H (-2.4053, -3.0784, -1.0346)
H (2.8024, -0.3218, 0.7092)
H (-2.1300, -0.2140, 0.5488)
C (-1.8930, -1.2382, 1.0003)
H (-2.6719, -1.9330, 0.6673)
H (-0.8337, -1.6895, 0.7022)
H (-1.9049, -1.1121, 2.0905)
O (1.1457, -0.6431, 2.4233)
B (0.2591, 0.1358, 1.5566)
O (-0.0599, 1.3607, 2.2852)
C (0.3258, 1.1334, 3.5599)
C (-0.1099, 1.7683, 4.7101)
C (0.1303, 1.1332, 5.9371)
C (0.8459, -0.0631, 6.0064)
C (1.3500, -0.6648, 4.8472)
C (1.0549, -0.0675, 3.6390)
H (-0.6609, 2.7039, 4.6459)
H (-0.2506, 1.5913, 6.8523)
H (1.0272, -0.5469, 6.9681)
H (1.9057, -1.5987, 4.8631)

Results
Multiplicity: 4
Total charge: +2
E_LUMO (spin up / spin down): -7.81 / -10.13 eV
⟨S²⟩: 3.78
Kohn-Sham gap (spin up / spin down): 6.66 / 4.33 eV


DFT (the ωB97M-V functional and the def2-TZVPD basis) results for a structure of composition C16H18BFN6W at a distorted geometry.

CARTESIAN COORDINATES (ANGSTROEM)
H (-0.6544, 2.6030, 1.4157)
N (-0.2162, 1.4259, -0.3074)
B (0.6373, 0.5143, -2.5054)
N (0.3932, 1.7078, -1.5349)
C (0.7690, 2.9919, -1.5396)
W (-0.9276, -0.4454, -0.0035)
H (1.3054, 3.3853, -2.3938)
C (0.3636, 3.5905, -0.3413)
H (0.4806, 4.6237, -0.0662)
C (-0.2201, 2.5886, 0.4271)
H (1.0862, 0.9088, -3.5476)
C (-2.5918, 0.5505, 0.5531)
H (-2.5595, 1.5923, 0.8818)
H (-3.1102, -0.0894, 1.2820)
H (-3.1666, 0.4851, -0.3896)
N (-0.7101, -0.2485, -2.7095)
N (1.6490, -0.4276, -1.7694)
N (-1.3075, -1.0940, -1.7061)
N (1.2285, -1.1966, -0.6623)
C (-1.4795, -0.2973, -3.7990)
C (2.9597, -0.1947, -1.6228)
H (-1.2262, 0.2963, -4.6681)
H (3.5025, 0.4094, -2.3350)
C (-2.5256, -1.1981, -3.5955)
C (3.4379, -0.8847, -0.5037)
C (-2.4085, -1.6953, -2.3092)
C (2.3740, -1.5120, 0.0803)
H (-3.2575, -1.4893, -4.3309)
H (4.4663, -0.8833, -0.1832)
H (-2.9533, -2.4659, -1.7894)
H (2.2819, -2.1410, 0.9463)
H (0.7799, -2.0553, -0.9848)
F (1.4214, -0.5169, 5.7580)
C (0.6882, -0.7316, 4.6116)
C (-0.3848, 0.1119, 4.3391)
C (-1.0053, -0.0054, 3.0891)
C (-0.5243, -0.9004, 2.1128)
C (0.3822, -1.8899, 2.5343)
C (1.0863, -1.7496, 3.7494)
H (-0.7026, 0.8629, 5.0588)
H (-1.8561, 0.6269, 2.8537)
H (0.5623, -2.7684, 1.9061)
H (1.9324, -2.3947, 3.9993)

Results
Multiplicity: 3
Total charge: +2
E_LUMO (spin up / spin down): -7.57 / -7.67 eV
⟨S²⟩: 2.02
Kohn-Sham gap (spin up / spin down): 6.50 / 7.12 eV


DFT (the ωB97M-V functional and the def2-TZVPD basis) results for a structure of composition C16H18BeO2PSSe.

CARTESIAN COORDINATES (ANGSTROEM)
Be (0.4720, 0.4426, 0.4551)
O (-0.2606, 0.5790, 4.0427)
C (0.1594, 1.0458, 2.9947)
O (0.5045, 0.2961, 1.9912)
C (0.1644, 2.5550, 2.8048)
C (0.0779, 3.3018, 3.9853)
C (0.0958, 4.6824, 3.9880)
C (0.1869, 5.3510, 2.7689)
C (0.2627, 4.6336, 1.5912)
C (0.2524, 3.2227, 1.5672)
S (0.3488, 2.4796, -0.0322)
H (0.0085, 2.7436, 4.9109)
H (0.0414, 5.2329, 4.9204)
H (0.2052, 6.4356, 2.7392)
H (0.3379, 5.1503, 0.6402)
Se (1.6189, -0.9374, -0.8149)
C (3.4286, -0.5164, -0.3499)
C (3.7916, 0.7363, 0.1538)
C (5.1191, 1.0173, 0.4619)
C (6.1112, 0.0632, 0.2659)
C (5.7571, -1.1858, -0.2314)
C (4.4293, -1.4748, -0.5298)
H (3.0274, 1.4939, 0.2978)
H (5.3783, 1.9937, 0.8571)
H (7.1454, 0.2862, 0.5048)
H (6.5176, -1.9439, -0.3827)
H (4.1550, -2.4528, -0.9096)
C (-2.3829, -1.8477, 0.1348)
P (-1.7294, -0.1434, -0.0195)
C (-2.4706, 0.4033, -1.5982)
C (-2.7442, 0.7383, 1.2207)
H (-3.4724, -1.8618, 0.0674)
H (-2.0726, -2.2493, 1.1013)
H (-1.9594, -2.4809, -0.6474)
H (-3.5589, 0.3190, -1.5748)
H (-2.0742, -0.2031, -2.4152)
H (-2.1855, 1.4425, -1.7709)
H (-3.8095, 0.5986, 1.0180)
H (-2.5002, 1.8016, 1.1969)
H (-2.5123, 0.3525, 2.2161)

Results
Multiplicity: 1
Total charge: -1
E_LUMO: 2.89 eV
Kohn-Sham gap: 7.15 eV


| no. | calculated total energy (hartree) |
| --- | --- |
| 1 | -1223.33854 |
| 2 | -5440.00415 |
| 3 | -2092.64626 |
| 4 | -1140.17041 |
| 5 | -3926.94847 |